Arrangement a

This record from the OMol25 dataset describes an isolated molecule of C2H2N4O. The level of theory is ωB97M-V/def2-TZVPD.

Atoms and positions in Å:
C -0.157 0.867 -0.027
O -2.065 -0.247 0.010
N -1.424 0.947 0.017
H 0.468 1.768 0.029
N -0.192 -1.548 0.019
N -1.421 -1.435 -0.030
C 0.600 -0.418 0.058
H 2.366 0.466 -0.069
N 1.824 -0.400 -0.008

HOMO energy = -9.914 eV
Orbital gap = 9.46 eV
SMILES string = [H]/N=c1\cnonn1

The molecule's natural (NBO) atomic charges, reported in e, are given here:
1. C -0.03
2. O -0.19
3. N -0.06
4. H 0.21
5. N -0.20
6. N 0.20
7. C 0.29
8. H 0.36
9. N -0.58

***

Arrangement b

This record from the OMol25 dataset describes an isolated molecule of C2H2N4O. The level of theory is ωB97M-V/def2-TZVPD.

Atoms and positions in Å:
N 1.081 -1.361 -0.080
C -0.793 -0.044 -0.042
N -0.246 -1.262 -0.013
H 1.777 1.767 0.066
O -2.108 -0.018 -0.037
N -0.170 1.162 -0.099
C 1.106 0.955 0.025
N 1.779 -0.239 -0.017
H -2.428 -0.960 0.198

HOMO energy = -10.444 eV
Orbital gap = 9.84 eV
SMILES string = Oc1ncnnn1

The molecule's natural (NBO) atomic charges, reported in e, are given here:
1. N 0.07
2. C 0.65
3. N -0.35
4. H 0.19
5. O -0.62
6. N -0.43
7. C 0.25
8. N -0.28
9. H 0.51

***

Q: Which of them is the most stable? A: arrangement b.